1.
Molecular formula: C30H78N4O14
Method: DFT, ωB97M-V with the def2-TZVPD basis set

Each line ends with the Mulliken charge.
Positions of all 126 atoms, in Å:
C (-11.836, 7.442, -13.145)  -0.328
C (-13.161, 7.273, -12.478)  -0.396
O (-13.976, 6.387, -13.241)  -0.523
O (-12.154, 7.850, -14.511)  -0.533
H (-11.193, 6.566, -13.231)  0.235
H (-11.249, 8.127, -12.534)  0.291
H (-13.677, 8.204, -12.241)  0.321
H (-13.084, 6.851, -11.477)  0.313
H (-14.879, 6.556, -12.965)  0.288
H (-12.927, 7.341, -14.767)  0.331
C (-19.153, 8.902, -17.816)  -0.532
C (-17.799, 9.337, -17.096)  -0.191
O (-17.205, 10.355, -17.920)  -0.530
O (-20.303, 9.501, -17.360)  -0.524
H (-19.213, 7.820, -17.930)  0.314
H (-19.015, 9.075, -18.883)  0.309
H (-17.285, 8.381, -16.994)  0.214
H (-17.772, 9.734, -16.081)  0.321
H (-16.440, 10.718, -17.467)  0.293
H (-20.580, 10.175, -17.985)  0.326
C (-15.389, 2.811, -17.328)  -0.581
C (-16.090, 1.725, -16.576)  -0.061
O (-15.916, 0.480, -17.419)  -0.517
O (-14.079, 2.940, -16.927)  -0.489
H (-15.832, 3.801, -17.226)  0.278
H (-15.258, 2.541, -18.376)  0.316
H (-17.175, 1.834, -16.575)  0.261
H (-15.673, 1.508, -15.592)  0.230
H (-15.002, 0.472, -17.713)  0.260
H (-14.055, 3.079, -15.977)  0.298
C (-19.621, -0.085, -11.479)  -0.691
O (-20.515, 0.256, -12.468)  -0.353
C (-21.679, -0.600, -12.474)  -0.617
C (-21.494, -1.984, -13.106)  -0.372
N (-22.157, -3.021, -12.254)  -0.496
C (-22.343, -4.344, -13.018)  -0.489
C (-21.904, -5.535, -12.087)  -0.786
O (-20.461, -5.699, -11.963)  -0.246
C (-19.960, -6.811, -11.192)  -0.784
H (-18.962, -0.901, -11.775)  0.252
H (-20.087, -0.173, -10.497)  0.318
H (-18.929, 0.757, -11.468)  0.249
H (-22.293, -0.094, -13.219)  0.232
H (-22.231, -0.522, -11.538)  0.442
H (-20.413, -2.126, -13.077)  0.263
H (-21.819, -1.974, -14.147)  0.390
H (-21.557, -3.201, -11.462)  0.291
H (-21.614, -4.431, -13.823)  0.293
H (-23.336, -4.362, -13.467)  0.381
H (-22.275, -6.479, -12.488)  0.413
H (-22.194, -5.492, -11.037)  0.434
H (-19.713, -7.681, -11.800)  0.273
H (-20.584, -7.188, -10.382)  0.349
H (-19.112, -6.393, -10.649)  0.252
C (-9.069, -2.744, -17.433)  -0.779
O (-10.402, -2.592, -17.110)  -0.291
C (-11.027, -1.349, -17.682)  -0.709
C (-11.266, -1.348, -19.226)  -0.548
N (-12.513, -2.019, -19.680)  -0.233
C (-12.503, -2.213, -21.171)  -0.534
C (-13.627, -3.311, -21.519)  -0.684
O (-13.141, -4.617, -21.392)  -0.301
C (-14.030, -5.589, -21.893)  -0.675
H (-8.475, -1.837, -17.321)  0.340
H (-8.984, -3.088, -18.464)  0.270
H (-8.623, -3.563, -16.870)  0.245
H (-10.359, -0.518, -17.457)  0.448
H (-11.931, -1.055, -17.148)  0.296
H (-10.352, -1.696, -19.707)  0.283
H (-11.427, -0.323, -19.560)  0.359
H (-12.546, -2.732, -18.966)  0.238
H (-11.627, -2.707, -21.591)  0.311
H (-12.716, -1.282, -21.696)  0.335
H (-13.889, -3.073, -22.550)  0.434
H (-14.549, -3.096, -20.978)  0.403
H (-14.534, -5.229, -22.790)  0.313
H (-14.765, -5.655, -21.091)  0.254
H (-13.454, -6.488, -22.112)  0.225
C (-19.742, 2.059, -25.645)  -0.625
O (-18.429, 1.863, -25.130)  -0.377
C (-17.686, 2.824, -24.423)  -0.463
C (-17.906, 4.270, -24.902)  -0.614
N (-18.074, 4.383, -26.360)  -0.348
C (-17.853, 5.800, -26.816)  -0.630
C (-18.104, 6.028, -28.300)  -0.650
O (-19.530, 6.355, -28.516)  -0.314
C (-20.028, 5.812, -29.665)  -0.761
H (-19.969, 1.245, -26.333)  0.237
H (-20.067, 3.033, -26.011)  0.347
H (-20.320, 1.597, -24.845)  0.299
H (-16.704, 2.374, -24.564)  0.289
H (-17.895, 2.802, -23.353)  0.288
H (-17.102, 4.875, -24.482)  0.451
H (-18.818, 4.630, -24.426)  0.362
H (-19.077, 4.260, -26.350)  0.093
H (-16.838, 6.138, -26.605)  0.521
H (-18.512, 6.577, -26.429)  0.277
H (-17.770, 5.159, -28.868)  0.380
H (-17.342, 6.761, -28.565)  0.341
H (-20.572, 4.884, -29.486)  0.271
H (-19.426, 5.726, -30.570)  0.334
H (-20.795, 6.479, -30.059)  0.289
C (-13.066, -4.985, -10.550)  -0.664
O (-13.700, -3.966, -11.305)  -0.366
C (-13.682, -4.011, -12.759)  -0.612
C (-15.046, -4.621, -13.265)  -0.339
N (-14.809, -5.431, -14.437)  -0.357
C (-16.100, -6.077, -14.739)  -0.487
C (-16.130, -7.013, -15.909)  -0.437
O (-17.388, -7.483, -16.196)  -0.265
C (-17.479, -8.564, -17.160)  -0.699
H (-12.951, -4.644, -9.521)  0.228
H (-12.171, -5.293, -11.091)  0.314
H (-13.641, -5.905, -10.443)  0.253
H (-12.850, -4.507, -13.259)  0.366
H (-13.545, -3.015, -13.180)  0.353
H (-15.709, -3.794, -13.520)  0.286
H (-15.381, -5.239, -12.432)  0.289
H (-14.373, -4.882, -15.164)  0.219
H (-16.748, -5.231, -14.968)  0.318
H (-16.542, -6.538, -13.856)  0.233
H (-15.524, -7.897, -15.711)  0.308
H (-15.733, -6.601, -16.836)  0.261
H (-17.124, -8.262, -18.146)  0.263
H (-18.528, -8.841, -17.262)  0.222
H (-16.887, -9.402, -16.793)  0.319

Summary:
frontier orbital gap: 8.74 eV
total charge: 0

***

2.
Molecular formula: C4H6N2
Method: DFT, ωB97M-V with the def2-TZVPD basis set

Each line ends with the Mulliken charge.
Positions of all 12 atoms, in Å:
N (-1.179, -1.295, 1.306)  -0.337
C (-0.781, -0.521, 0.277)  -0.121
C (0.248, -0.809, -0.576)  0.083
C (1.109, 0.168, -1.056)  -0.790
C (0.747, 1.420, -0.562)  -0.111
N (-0.221, 1.433, 0.335)  -0.444
H (-2.124, -1.636, 1.422)  0.225
H (-0.521, -1.653, 1.990)  0.214
H (0.148, -1.831, -0.933)  0.363
H (1.912, 0.002, -1.757)  0.363
H (1.212, 2.334, -0.951)  0.348
H (-0.552, 2.390, 0.508)  0.208

Summary:
frontier orbital gap: 8.30 eV
total charge: 0

***

3.
Molecular formula: C5H7N
Method: DFT, ωB97M-V with the def2-TZVPD basis set

Each line ends with the Mulliken charge.
Positions of all 13 atoms, in Å:
N (0.591, -1.413, -0.774)  -0.163
C (1.627, -0.722, -0.606)  -0.465
C (1.257, 0.691, -0.193)  -0.392
C (-0.271, 0.783, -0.028)  -0.244
C (-0.915, -0.057, 1.052)  -0.606
C (-0.975, -0.445, -0.389)  -0.250
H (1.624, 1.389, -0.957)  0.344
H (1.789, 0.947, 0.733)  0.260
H (-0.706, 1.740, -0.284)  0.352
H (-1.790, 0.335, 1.574)  0.295
H (-0.250, -0.636, 1.692)  0.227
H (-0.054, -2.151, -0.871)  0.290
H (-1.927, -0.461, -0.949)  0.351

Summary:
frontier orbital gap: 9.03 eV
total charge: 0

***

4.
Molecular formula: C25H26Cl2N6O4Ru
Method: DFT, ωB97M-V with the def2-TZVPD basis set

Each line ends with the Mulliken charge.
Positions of all 64 atoms, in Å:
Ru (0.397, -0.518, -0.118)  1.019
C (4.674, 0.387, 1.530)  -1.683
C (3.481, -0.044, 0.747)  0.575
N (2.393, -0.470, 1.286)  0.283
O (2.328, -0.455, 2.672)  -0.495
C (3.505, -0.024, -0.704)  0.272
C (4.788, 0.074, -1.473)  -1.682
N (2.348, -0.093, -1.268)  0.884
O (2.055, -0.109, -2.497)  -0.886
H (4.384, 0.633, 2.547)  0.460
H (5.158, 1.243, 1.070)  0.391
H (5.395, -0.428, 1.574)  0.361
H (1.629, -1.084, 2.897)  0.342
H (5.548, -0.564, -1.029)  0.401
H (5.165, 1.096, -1.489)  0.331
H (4.605, -0.234, -2.500)  0.421
Cl (-2.767, -6.731, -3.429)  -0.212
C (-2.374, -5.248, -2.663)  0.231
C (-3.388, -4.321, -2.386)  -0.649
C (-3.084, -3.143, -1.756)  0.396
Cl (-4.304, -1.976, -1.444)  -0.201
C (-1.746, -2.818, -1.326)  -0.550
O (-1.519, -1.754, -0.691)  0.002
C (-0.729, -3.782, -1.666)  1.025
C (0.647, -3.552, -1.302)  -0.427
O (1.084, -2.706, -0.525)  -0.563
C (-1.065, -4.965, -2.330)  -1.077
H (-4.408, -4.535, -2.661)  0.476
H (1.369, -4.241, -1.781)  0.357
H (-0.283, -5.675, -2.547)  0.406
N (-0.764, -1.151, 2.022)  -0.081
C (-0.876, -0.103, 2.963)  0.065
C (-1.387, -0.302, 4.224)  -0.674
C (-1.527, 0.763, 5.123)  -0.780
C (-1.142, 2.027, 4.771)  -0.894
C (-0.561, 2.267, 3.509)  0.964
C (-0.090, 3.533, 3.105)  -0.822
C (0.544, 3.664, 1.898)  -1.146
C (0.694, 2.533, 1.083)  -0.864
N (0.214, 1.357, 1.406)  1.317
C (-0.411, 1.190, 2.593)  0.282
H (-1.496, -1.106, 1.305)  0.160
H (-0.801, -2.072, 2.456)  0.246
H (-1.713, -1.289, 4.518)  0.445
H (-1.964, 0.577, 6.091)  0.432
H (-1.262, 2.855, 5.450)  0.448
H (-0.227, 4.381, 3.760)  0.464
H (0.938, 4.612, 1.570)  0.466
H (1.226, 2.594, 0.140)  0.446
C (-0.959, 2.677, -4.611)  -1.340
C (-1.215, 2.159, -3.247)  0.696
C (-2.265, 2.396, -2.376)  -1.221
C (-1.984, 1.660, -1.221)  0.256
N (-0.827, 1.024, -1.381)  1.107
N (-0.374, 1.328, -2.604)  -0.319
C (-2.786, 1.549, 0.025)  -0.982
H (-1.744, 3.376, -4.887)  0.354
H (-0.940, 1.865, -5.337)  0.318
H (0.002, 3.191, -4.649)  0.323
H (-3.121, 3.014, -2.549)  0.452
H (0.505, 0.908, -2.919)  0.027
H (-3.789, 1.932, -0.129)  0.407
H (-2.324, 2.119, 0.830)  0.155
H (-2.854, 0.506, 0.329)  0.084

Summary:
frontier orbital gap (alpha / beta): 5.50 / 6.31 eV
2S+1: 2
total charge: +1

***

5.
Molecular formula: C3H8O2S
Method: DFT, ωB97M-V with the def2-TZVPD basis set

Each line ends with the Mulliken charge.
Positions of all 14 atoms, in Å:
O (-1.384, -2.793, -0.187)  -0.478
C (-1.564, -1.580, -0.444)  -0.035
C (-0.511, -0.507, -0.050)  -0.260
C (0.333, -0.077, -1.286)  -0.894
S (1.609, 1.076, -0.839)  -0.196
H (-2.487, -1.182, -1.022)  0.283
H (0.179, -0.905, 0.674)  0.373
H (-1.098, 0.300, 0.363)  0.255
H (0.722, -0.953, -1.766)  0.423
H (-0.348, 0.432, -1.996)  0.375
H (2.085, -0.726, -0.117)  0.171
H (1.185, 1.786, 1.763)  0.297
H (0.411, 2.985, 2.300)  0.327
O (0.867, 2.145, 2.607)  -0.641

Summary:
frontier orbital gap: 7.99 eV
total charge: 0

***

6.
Molecular formula: C3H5NO
Method: DFT, ωB97M-V with the def2-TZVPD basis set

Each line ends with the Mulliken charge.
Positions of all 10 atoms, in Å:
C (-0.907, -0.590, 0.088)  -0.356
C (-0.161, 0.786, -0.081)  -0.306
C (1.278, 0.268, 0.063)  -0.200
H (-1.328, -0.677, 1.112)  0.229
H (-1.720, -0.740, -0.688)  0.237
H (-0.455, 1.543, 0.673)  0.267
H (-0.407, 1.277, -1.079)  0.217
H (2.247, 0.752, 0.013)  0.376
N (1.352, -1.030, 0.005)  -0.260
O (0.101, -1.589, -0.106)  -0.206

Summary:
frontier orbital gap: 10.38 eV
total charge: 0

***

Q: What is the formula in the first record?
A: C30H78N4O14